2 unconnected molecules or ions with the total composition C2H11N5 in a non-equilibrium geometry, computed with ωB97M-V/def2-TZVPD.

The relative energy (zero: lowest compared OMol25 entry of this formula, charge and spin) is 2.219 eV. The LUMO energy comes out at 0.72 eV. As for the spin multiplicity: 1. The maximum force is 4.39 eV/A. The calculation puts the HOMO-LUMO gap at 7.08 eV.

```
18
Properties=species:S:1:pos:R:3:forces:R:3
N 1.117 0.140 -1.345 0.1451 0.0886 -0.3731
C 0.389 -0.591 -0.458 -2.7596 1.8934 2.2118
N 0.934 -1.759 -0.012 0.4653 -1.0898 0.5530
C -0.793 -0.088 0.134 2.0401 -2.2904 -2.8548
N -1.574 -1.045 0.799 -0.5436 -0.9302 1.0276
N -1.477 0.932 -0.527 -0.5005 1.7981 -0.5113
H 0.539 0.717 -1.944 0.7637 -0.0946 -0.2644
H 1.909 -0.359 -1.730 -0.4063 0.3939 -0.4317
H 0.478 -2.057 0.848 0.2091 -0.0125 -0.1858
H 1.936 -1.687 0.124 0.0272 -0.1692 0.0839
H -1.697 -1.899 0.259 -0.2823 0.1419 -0.0108
H -2.480 -0.690 1.074 0.2015 -0.1085 0.1570
H -2.473 1.004 -0.368 0.2511 -0.1879 0.0517
H -1.273 1.077 -1.508 -0.1640 -0.1022 0.0654
N 1.209 1.688 1.385 -2.9017 -2.1806 1.1376
H 0.273 0.965 1.340 3.4872 2.6669 -0.1318
H 2.004 1.121 1.072 -0.5770 0.9138 -0.3352
H 0.976 2.530 0.859 0.5448 -0.7306 -0.1891
```
Forces are in eV/Å.

=====

2 unconnected molecules or ions with the total composition C2H9N3O in a non-equilibrium geometry, computed with ωB97M-V/def2-TZVPD.

The relative energy (zero: lowest compared OMol25 entry of this formula, charge and spin) is 0.786 eV. The LUMO energy comes out at 0.82 eV. As for the spin multiplicity: 1. The maximum force is 1.98 eV/A. The calculation puts the HOMO-LUMO gap at 9.58 eV.

```
15
Properties=species:S:1:pos:R:3:forces:R:3
H -0.896 1.821 -1.209 0.6058 0.4053 0.3959
N -0.535 1.081 -0.626 -1.2104 -0.9102 -0.6260
C 0.600 1.092 -0.077 1.4189 0.0729 0.7765
N 1.470 2.166 0.015 -0.6517 0.0387 -0.2843
N 1.081 -0.019 0.584 -0.3629 -0.0957 -0.4967
C 0.266 -1.237 0.679 1.7056 0.6168 0.7850
H 2.394 2.156 0.391 0.1627 -0.3312 0.0682
H 1.208 2.954 -0.523 0.0308 0.6327 -0.2853
H 2.007 0.024 0.978 -0.2834 -0.0996 -0.0367
H -0.699 -0.921 0.332 -0.4753 -0.4223 0.0871
H 0.696 -2.079 0.133 -0.2308 0.1961 -0.4027
H 0.325 -1.519 1.730 -0.7059 -0.1843 0.0503
O -2.739 -2.188 -0.929 0.4750 -0.3178 -0.7852
H -3.096 -1.746 -0.170 -0.1949 0.4567 0.5185
H -2.081 -1.586 -1.308 -0.2834 -0.0579 0.2353
```
Forces are in eV/Å.

=====

A single C4H6N2O molecule in a non-equilibrium geometry, computed with ωB97M-V/def2-TZVPD.

The relative energy (zero: lowest compared OMol25 entry of this formula, charge and spin) is 0.816 eV. The LUMO energy comes out at 0.91 eV. As for the spin multiplicity: 1. The maximum force is 1.40 eV/A. The calculation puts the HOMO-LUMO gap at 8.93 eV.

```
13
Properties=species:S:1:pos:R:3:forces:R:3
C 1.868 0.970 -0.390 0.4677 0.3205 -0.6997
C 0.478 0.573 -0.222 0.4691 0.3144 1.2830
C -0.306 0.999 0.771 -0.3808 0.2204 0.0827
N -1.353 0.124 0.950 -0.5897 -0.4540 -0.3088
C -1.138 -0.763 0.037 -0.3764 -0.1684 0.0509
N -1.925 -1.824 -0.282 -0.3190 -0.2987 -0.0485
O -0.048 -0.589 -0.733 0.0544 0.2214 0.3346
H 1.960 1.454 -1.343 0.6496 0.3571 -0.6266
H 2.100 1.691 0.401 0.0981 -0.1820 -0.2474
H 2.561 0.132 -0.349 0.0018 -0.0293 0.0785
H -0.193 1.888 1.370 0.1109 -0.0938 0.0806
H -1.445 -2.617 -0.675 -0.0158 -0.0273 0.0378
H -2.560 -2.039 0.466 -0.1699 -0.1802 -0.0171
```
Forces are in eV/Å.

=====

A single C5H7N molecule in a non-equilibrium geometry, computed with ωB97M-V/def2-TZVPD.

The relative energy (zero: lowest compared OMol25 entry of this formula, charge and spin) is 5.184 eV. The LUMO energy (alpha / beta) comes out at -0.69 / -0.68 eV. As for the spin multiplicity: 1. The maximum force is 3.14 eV/A. The calculation puts the HOMO-LUMO gap (alpha / beta) at 7.45 / 7.45 eV.

```
13
Properties=species:S:1:pos:R:3:forces:R:3
C 0.400 -2.080 1.662 0.2405 -0.1674 3.1237
C 0.227 -1.354 0.590 0.5716 -1.6311 -2.2829
C -0.053 0.008 0.490 -0.2994 1.6558 0.1439
C 0.288 0.696 -0.720 0.4224 -0.5431 0.1437
C -0.867 1.525 -1.256 -0.3060 0.1927 -0.0827
N 0.263 2.181 -0.682 -0.1680 0.0378 0.1569
H 0.449 -2.010 -0.260 -0.5022 0.4362 -0.8331
H 0.532 -3.139 1.778 0.2755 -0.4678 -0.9577
H 0.494 -1.636 2.633 -0.4155 0.6375 0.5127
H 0.981 0.307 -1.469 -0.0928 -0.0329 0.0527
H -1.804 1.481 -0.707 0.1698 0.0344 -0.0510
H -0.950 1.585 -2.339 0.0561 -0.1177 0.1842
H 0.041 2.437 0.280 0.0481 -0.0344 -0.1105
```
Forces are in eV/Å.

=====

A single C3H4Cl2S molecule in a non-equilibrium geometry, computed with ωB97M-V/def2-TZVPD.

The relative energy (zero: lowest compared OMol25 entry of this formula, charge and spin) is 0.700 eV. The LUMO energy comes out at 0.59 eV. As for the spin multiplicity: 1. The maximum force is 2.64 eV/A. The calculation puts the HOMO-LUMO gap at 9.69 eV.

```
10
Properties=species:S:1:pos:R:3:forces:R:3
S -0.427 1.774 -1.075 -0.4778 0.3549 0.0989
C 0.829 0.935 -0.159 -1.4102 -0.8975 0.5347
C 0.775 0.022 1.091 -0.1990 1.7527 1.9607
Cl -0.798 -0.370 1.804 0.6689 0.1725 -0.1463
C 1.134 -0.503 -0.206 0.0361 -1.4034 -1.8058
Cl -0.012 -1.565 -1.035 0.4436 0.0019 0.0681
H -1.226 0.768 -1.467 0.2659 -0.1605 0.2227
H 1.673 1.532 -0.189 1.5973 1.1161 0.0412
H 1.578 0.223 1.864 -1.1752 -0.5011 -1.0182
H 2.152 -0.757 -0.425 0.2503 -0.4357 0.0440
```
Forces are in eV/Å.

=====

A molecular structure, C29H39BrNO2PbS, computed with ωB97M-V/def2-TZVPD.

The expectation value of S² is 0.761. The LUMO energy (alpha / beta) comes out at 4.19 / 4.19 eV. As for the spin multiplicity: 2. The maximum force is 0.52 eV/A. As for the total charge: -2. The calculation puts the HOMO-LUMO gap (alpha / beta) at 5.39 / 5.39 eV.

```
74
Properties=species:S:1:pos:R:3:forces:R:3
Pb 0.437 1.419 1.895 -0.5002 -0.0580 0.1175
C 1.045 2.365 4.621 0.0787 0.0403 0.0899
C -0.363 2.223 4.680 -0.1282 0.0552 -0.0128
C -0.661 0.842 4.653 -0.0955 -0.0507 -0.0259
C 0.560 0.128 4.594 -0.0517 -0.0694 -0.0219
C 1.617 1.070 4.576 0.0433 -0.0479 0.1158
C 3.095 0.793 4.611 0.0597 -0.0037 -0.0751
C 0.669 -1.375 4.612 0.0022 -0.0043 -0.0626
C -2.036 0.222 4.693 0.0344 0.0603 -0.0880
C -1.379 3.333 4.774 0.0048 -0.0142 -0.0158
C 1.844 3.640 4.678 0.0521 0.0228 -0.0836
H 3.628 1.341 3.824 -0.0823 -0.0445 0.0885
H 3.314 -0.268 4.453 -0.0505 0.0691 0.0080
H 3.547 1.076 5.574 -0.0560 -0.0073 -0.0463
H 0.234 -1.848 3.722 0.0106 0.0865 0.0553
H 0.152 -1.809 5.479 0.0215 0.0451 -0.0182
H 1.711 -1.703 4.664 -0.0384 0.0491 -0.0049
H -2.158 -0.573 3.947 0.0736 0.0606 0.0501
H -2.814 0.962 4.477 0.0934 -0.0127 0.0186
H -2.275 -0.223 5.671 0.0436 0.0231 -0.0038
H -2.049 3.372 3.906 0.0873 -0.0503 0.0806
H -0.891 4.310 4.836 0.0110 -0.0457 -0.0050
H -2.009 3.237 5.668 0.0411 -0.0251 -0.0298
H 2.317 3.799 5.659 -0.0384 -0.0508 -0.0430
H 1.223 4.518 4.478 0.0024 -0.0642 0.0052
H 2.646 3.645 3.929 -0.0985 -0.0429 0.0785
O -0.219 2.920 0.040 -0.1448 0.0560 -0.1737
N -1.239 2.711 -0.766 0.2329 -0.0353 0.0697
C -0.960 2.688 -2.099 0.0965 -0.0494 0.5095
C -1.916 2.483 -3.047 -0.1851 0.0812 -0.0480
C -3.235 2.308 -2.610 0.0365 -0.1291 0.0851
C -3.500 2.307 -1.265 -0.0362 0.0958 0.2913
C -2.506 2.504 -0.264 -0.0319 -0.3248 -0.2746
S -2.795 2.395 1.415 0.0415 0.0782 -0.4798
H 0.089 2.822 -2.305 0.0811 -0.0191 0.0223
H -1.630 2.447 -4.090 -0.0490 0.0090 0.0153
H -4.032 2.128 -3.321 -0.0233 0.0085 0.0024
H -4.498 2.123 -0.891 -0.0024 0.0365 -0.0483
C 3.326 -0.850 -5.093 0.1404 0.1135 -0.0290
C 2.056 -1.630 -4.763 -0.0540 -0.0167 0.0835
C 0.985 -1.264 -5.803 -0.0919 0.0354 -0.0787
C 2.377 -3.127 -4.890 0.0144 -0.1089 0.0341
C 1.543 -1.308 -3.358 -0.1699 -0.1105 0.1003
C 2.159 -0.389 -2.497 -0.1436 0.1006 0.2184
C 1.575 -0.171 -1.277 0.0477 -0.0053 -0.0544
Br 3.023 2.181 1.077 0.4602 0.1002 -0.1860
C 0.415 -0.739 -0.735 -0.0212 0.1420 -0.0774
O -0.084 -0.451 0.432 0.2757 0.0203 -0.2192
C -0.200 -1.680 -1.631 0.1150 -0.0599 -0.1978
C 0.382 -1.929 -2.879 0.0047 0.1980 0.2107
C -1.491 -2.381 -1.192 0.1276 0.1294 0.0466
C -2.603 -1.346 -0.949 -0.0552 0.0622 0.0493
C -1.998 -3.363 -2.247 -0.0910 -0.1503 -0.1132
C -1.237 -3.168 0.102 -0.0001 -0.1254 0.0815
H 3.664 -1.115 -6.101 0.0099 0.0405 0.0547
H 4.133 -1.079 -4.389 -0.1040 0.0062 -0.0862
H 3.154 0.232 -5.064 0.0009 -0.1402 -0.0049
H 1.334 -1.489 -6.821 -0.0339 0.0285 0.1063
H 0.746 -0.197 -5.741 0.0346 -0.1254 -0.0123
H 0.059 -1.821 -5.627 0.1266 0.0700 -0.0216
H 2.757 -3.356 -5.896 -0.0450 0.0083 0.1134
H 1.489 -3.743 -4.711 0.1006 0.0934 -0.0201
H 3.136 -3.418 -4.155 -0.0838 0.0423 -0.0992
H 3.061 0.155 -2.775 -0.1540 -0.1063 0.0826
H -0.108 -2.640 -3.533 -0.0141 -0.0157 -0.0131
H -2.796 -0.778 -1.864 -0.0025 -0.0024 0.0213
H -2.334 -0.641 -0.158 0.0144 -0.1153 -0.1108
H -3.532 -1.860 -0.662 0.1008 0.0709 -0.0213
H -2.253 -2.861 -3.188 0.0312 -0.0341 0.1167
H -2.906 -3.844 -1.868 0.0458 0.0015 -0.0485
H -1.264 -4.149 -2.466 -0.0844 0.0902 0.0488
H -0.874 -2.509 0.893 -0.0650 -0.0557 -0.1284
H -0.490 -3.953 -0.071 -0.0566 0.0549 0.0082
H -2.169 -3.648 0.431 0.0836 0.0360 0.0036
```
Forces are in eV/Å.

=====

A single C5H11NO molecule in a non-equilibrium geometry, computed with ωB97M-V/def2-TZVPD.

The relative energy (zero: lowest compared OMol25 entry of this formula, charge and spin) is 2.430 eV. The LUMO energy comes out at 0.95 eV. As for the spin multiplicity: 1. The maximum force is 1.51 eV/A. The calculation puts the HOMO-LUMO gap at 9.43 eV.

```
18
Properties=species:S:1:pos:R:3:forces:R:3
C 0.579 -2.078 -1.481 -0.2559 -0.8302 -1.0072
C 0.257 -1.553 -0.313 1.4029 -0.4886 0.2239
C 1.161 -0.644 0.485 -1.0238 1.1064 0.0062
C 1.064 0.856 0.122 -0.8971 -0.0773 -0.6729
N -0.279 1.387 -0.090 0.8199 -0.1001 0.1899
C -1.321 1.018 0.807 -0.8506 0.5695 -0.5684
O -2.395 1.947 0.787 -0.0310 0.4298 -0.0791
H -0.007 -2.864 -1.954 -0.3365 0.2403 0.2631
H 1.449 -1.875 -2.099 0.2047 0.5000 0.5005
H -0.591 -1.948 0.233 -0.2404 0.1390 -0.2206
H 2.216 -0.898 0.564 -0.0200 -0.3913 -0.3537
H 0.764 -0.665 1.487 0.0757 -0.2682 0.6725
H 1.630 1.096 -0.773 0.1877 -0.0606 -0.0786
H 1.465 1.407 0.941 0.8244 0.4325 0.7390
H -0.483 1.708 -1.017 -0.3951 -0.3386 -0.1020
H -1.792 0.055 0.574 0.3889 -0.3604 0.2914
H -0.943 1.079 1.828 0.0913 -0.4137 0.0347
H -2.773 1.973 -0.100 0.0548 -0.0885 0.1613
```
Forces are in eV/Å.

=====

A single C18H19FN2O7S molecule in a non-equilibrium geometry, computed with ωB97M-V/def2-TZVPD.

The relative energy (zero: lowest compared OMol25 entry of this formula, charge and spin) is 0.000 eV. The LUMO energy comes out at -0.07 eV. As for the spin multiplicity: 1. The maximum force is 1.01 eV/A. The calculation puts the HOMO-LUMO gap at 8.55 eV.

```
48
Properties=species:S:1:pos:R:3:forces:R:3
O -5.943 -1.002 -0.346 -0.3339 -0.1537 0.0830
C -4.758 -0.977 -0.589 0.5937 -0.3683 -0.0685
C -3.911 -2.254 -0.590 -0.6438 -0.3923 0.0892
O -2.549 -1.954 -0.290 0.0556 0.3421 -0.0626
C -1.808 -2.967 0.175 0.1471 -0.3025 0.0734
O -2.214 -4.094 0.294 -0.0029 0.1019 -0.0493
C -0.421 -2.551 0.525 0.1460 0.0713 0.0642
C 0.475 -3.556 0.891 -0.1564 0.1790 -0.0552
C 1.777 -3.250 1.235 0.1102 0.2633 0.0090
C 2.174 -1.922 1.215 0.0602 -0.3451 0.0165
F 3.439 -1.615 1.533 -0.1373 -0.1387 0.0608
C 1.297 -0.911 0.862 0.3653 0.7260 0.0509
S 1.870 0.797 0.889 0.0170 -0.5788 -0.2316
O 0.841 1.596 0.288 0.0222 -0.1593 -0.2595
O 2.302 1.112 2.214 0.3253 -0.1031 0.0210
N 3.189 0.681 -0.108 -0.7597 0.1633 0.6291
C 4.462 1.213 0.332 0.4959 0.0214 0.2294
C 5.557 0.522 -0.481 -0.1343 0.0969 0.2847
O 5.353 0.711 -1.865 0.1425 0.1423 -0.0920
C 4.109 0.203 -2.278 -0.3856 -0.0189 0.0190
C 2.958 0.874 -1.521 0.0229 -0.0762 -0.6075
C -0.003 -1.222 0.517 -0.1493 -0.1407 -0.0389
N -4.069 0.121 -0.934 0.3606 0.3739 -0.1478
C -4.613 1.460 -0.840 0.1631 0.1569 -0.0879
C -3.806 2.270 0.124 -0.8030 0.2827 0.3725
C -4.141 3.140 1.117 0.0376 -0.4589 -0.5506
C -2.916 3.582 1.682 0.5220 -0.1519 -0.2027
C -1.932 2.944 0.996 0.0250 0.6550 0.7622
O -2.460 2.149 0.050 -0.0826 -0.3833 -0.5042
H -4.314 -2.958 0.145 0.0332 0.2272 -0.1489
H -3.974 -2.725 -1.578 0.0149 0.0652 0.1423
H 0.125 -4.577 0.899 -0.0058 -0.0629 0.0034
H 2.482 -4.015 1.519 0.0902 -0.0376 0.0207
H 4.559 1.000 1.395 0.1948 0.0763 -0.0198
H 4.509 2.298 0.169 0.0272 -0.0809 0.0482
H 6.535 0.950 -0.257 -0.0705 -0.0521 0.0750
H 5.559 -0.552 -0.245 0.0252 0.0587 0.0096
H 4.037 0.403 -3.348 -0.0776 -0.0584 0.0747
H 4.071 -0.883 -2.101 -0.0195 0.0671 -0.0492
H 2.001 0.418 -1.776 0.0395 0.0137 -0.2200
H 2.921 1.943 -1.769 -0.0455 -0.1000 -0.0052
H -0.670 -0.416 0.254 -0.1278 0.0574 -0.0540
H -3.067 0.057 -1.039 -0.1208 -0.1211 0.0681
H -4.596 1.924 -1.835 -0.0985 -0.0431 0.1405
H -5.648 1.380 -0.502 0.1473 0.0818 -0.0549
H -5.129 3.431 1.408 -0.2550 -0.0033 0.0216
H -2.796 4.275 2.489 0.1213 0.1304 0.1711
H -0.862 2.944 1.073 0.1043 -0.0226 -0.0296
```
Forces are in eV/Å.